DFT (wB97M-V/def2-TZVPD) results for a 2-piece molecular cluster, C16H32BCl3FINO2PS overall.

CARTESIAN COORDINATES (ANGSTROEM)
C -0.097 -2.797 1.551
C -0.528 -1.897 0.683
C -0.590 -0.385 0.874
C -1.299 0.207 -0.356
O 0.713 0.203 0.950
C 1.652 -0.133 -0.072
C 2.168 1.161 -0.719
C 2.381 1.093 -2.242
C 1.483 2.045 -2.997
F 1.645 3.344 -2.506
C 2.720 -0.994 0.605
I 4.077 -1.791 -0.861
C 3.480 -0.290 1.720
C 4.161 -1.264 2.675
C -1.275 0.063 2.226
C -0.234 0.152 3.361
N -2.328 -0.860 2.646
B -3.613 -0.974 1.929
O -4.648 -0.164 2.358
C -3.905 -2.075 0.842
C -4.465 -1.580 -0.511
P -1.907 1.826 2.128
S -2.564 2.577 3.792
H 0.171 -2.545 2.567
H -0.017 -3.839 1.266
H -0.871 -2.244 -0.288
H -0.986 -0.309 -1.266
H -1.041 1.259 -0.476
H -2.382 0.087 -0.299
H 1.170 -0.728 -0.856
H 3.075 1.505 -0.223
H 1.414 1.921 -0.509
H 3.418 1.320 -2.494
H 2.203 0.084 -2.623
H 1.734 2.070 -4.058
H 0.426 1.787 -2.884
H 2.232 -1.884 0.999
H 2.748 0.312 2.266
H 4.225 0.383 1.294
H 4.696 -2.041 2.125
H 4.882 -0.753 3.312
H 3.432 -1.751 3.324
H 0.400 -0.730 3.363
H -0.757 0.218 4.314
H 0.392 1.039 3.283
H -2.534 -0.624 3.616
H -5.125 0.349 1.706
H -4.680 -2.683 1.325
H -3.051 -2.733 0.693
H -3.714 -1.671 -1.297
H -5.319 -2.170 -0.841
H -4.784 -0.534 -0.486
H -2.829 1.862 1.068
H -0.807 2.508 1.580
Cl 2.508 2.012 -6.797
C 1.077 2.709 -7.560
Cl 0.490 1.677 -8.860
Cl -0.188 3.010 -6.369
H 1.363 3.661 -7.990

Computed properties:
- Structure (SMILES): C=C[C@](C)(O[C@@H](CCCF)[C@@H](I)CC)[C@](C)(NB(O)CC)[PH2]=S.ClC(Cl)Cl
- Gap between HOMO and LUMO: 8.8 eV
- E_LUMO: 0.30 eV
- F_max: 0.0142 hartree/bohr
- E_tot: -3376.635368 Eh
- HOMO: -8.5341 eV